No. 1
{
  "formula": "C5H18AgO5",
  "method": "ωB97M-V/def2-TZVPD",
  "elements": ["Ag", "C", "C", "C", "O", "H", "H", "H", "H", "H", "H", "H", "C", "C", "O", "H", "H", "H", "H", "H", "O", "H", "H", "O", "H", "H", "O", "H", "H"],
  "coordinates": [[-0.626, -0.368, 0.575], [1.495, 1.029, -1.874], [0.773, 1.523, -0.632], [0.113, 2.918, -0.937], [-0.390, 0.783, -0.555], [1.147, 1.618, -2.815], [1.303, -0.023, -1.982], [2.545, 1.105, -1.746], [1.254, 1.334, 0.249], [0.985, 3.602, -1.011], [-0.472, 3.377, -0.161], [-0.472, 2.946, -1.817], [0.449, -2.798, 2.344], [1.148, -2.149, 1.100], [0.118, -1.787, 0.140], [1.078, -3.383, 3.013], [-0.370, -3.414, 2.046], [-0.121, -2.000, 2.763], [1.949, -2.657, 0.665], [1.646, -1.190, 1.369], [-0.876, 0.375, 2.154], [-0.872, -0.046, 3.032], [-1.453, 1.101, 2.355], [-0.862, -0.095, -3.049], [-0.991, 0.576, -3.703], [-0.535, 0.396, -2.308], [-2.329, -0.905, 0.445], [-3.051, -0.289, 0.587], [-2.583, -1.578, -0.246]],
  "atomic_forces_ev_per_a": [[3.08, -1.81, 6.28], [0.04, 1.33, -0.95], [-3.72, 1.62, -4.21], [3.75, 1.01, 1.65], [1.60, 11.05, -11.30], [0.79, -1.16, 1.59], [-0.14, -0.40, -0.20], [1.28, 0.45, -0.23], [2.07, 0.61, 2.37], [-0.52, 0.22, -0.54], [-0.40, -0.37, 0.78], [-0.30, -0.46, -1.06], [0.83, 0.26, -1.42], [-2.03, 1.56, 0.34], [8.39, -13.69, -3.61], [0.06, 0.50, 0.24], [-0.23, -0.96, -0.80], [0.07, 0.71, 1.29], [0.99, -1.78, -0.86], [-0.16, -0.40, 0.48], [-1.79, 5.00, 11.49], [0.39, -0.23, 0.00], [-0.62, 1.41, 0.09], [-0.68, -1.09, -0.93], [-0.22, 0.43, -0.84], [-0.01, 0.22, 1.43], [-11.52, -4.70, -1.68], [-0.87, -0.21, -0.29], [-0.12, 0.90, 0.89]],
  "homo_ev": [-6.4, -6.4],
  "charge": 0,
  "s_squared": 0.7535,
  "multiplicity": 2,
  "fmax_ha_per_bohr": 0.320
}

No. 2
{
  "formula": "C40H45NO3PbTe",
  "method": "ωB97M-V/def2-TZVPD",
  "elements": ["Pb", "C", "C", "C", "C", "C", "C", "C", "C", "C", "C", "C", "C", "H", "H", "H", "H", "H", "H", "H", "H", "H", "H", "H", "H", "H", "H", "H", "H", "H", "H", "N", "C", "C", "C", "C", "C", "C", "C", "C", "C", "C", "C", "C", "H", "H", "H", "H", "H", "H", "H", "H", "H", "H", "O", "C", "C", "O", "O", "C", "C", "C", "C", "C", "C", "C", "C", "C", "C", "C", "C", "H", "H", "H", "H", "H", "H", "H", "H", "H", "H", "H", "C", "Te", "C", "H", "H", "H", "H", "H", "H"],
  "coordinates": [[-0.333, 0.287, -0.975], [-3.821, 0.874, -2.604], [-2.855, 1.649, -1.738], [-2.927, 1.563, -0.335], [-3.978, 0.704, 0.324], [-2.042, 2.325, 0.465], [-2.144, 2.201, 1.963], [-1.146, 3.218, -0.143], [-0.276, 4.152, 0.660], [-1.075, 3.295, -1.548], [-0.185, 4.334, -2.179], [-1.905, 2.488, -2.346], [-1.849, 2.595, -3.849], [-4.552, 1.552, -3.049], [-4.376, 0.125, -2.052], [-3.322, 0.365, -3.427], [-4.945, 1.210, 0.284], [-3.760, 0.509, 1.368], [-4.102, -0.257, -0.170], [-3.106, 2.579, 2.315], [-1.366, 2.744, 2.479], [-2.067, 1.162, 2.286], [0.774, 3.857, 0.608], [-0.556, 4.199, 1.705], [-0.348, 5.165, 0.267], [-0.719, 5.286, -2.233], [0.112, 4.079, -3.191], [0.716, 4.514, -1.598], [-2.263, 1.724, -4.346], [-0.832, 2.722, -4.214], [-2.423, 3.461, -4.187], [0.645, -2.016, -1.508], [0.132, -2.255, -2.830], [-0.782, -3.277, -3.040], [-1.313, -3.480, -4.304], [-0.927, -2.664, -5.357], [-0.025, -1.637, -5.138], [0.508, -1.405, -3.872], [1.477, -0.295, -3.668], [2.586, -0.137, -4.507], [3.457, 0.931, -4.358], [3.262, 1.875, -3.359], [2.172, 1.758, -2.498], [1.354, 0.676, -2.696], [0.394, -2.762, -0.869], [1.656, -1.910, -1.492], [-1.072, -3.918, -2.215], [-2.019, -4.282, -4.466], [-1.328, -2.826, -6.347], [0.263, -0.989, -5.956], [2.748, -0.873, -5.285], [4.301, 1.024, -5.028], [3.950, 2.700, -3.233], [2.015, 2.472, -1.704], [0.569, -1.038, 1.628], [1.506, -0.379, 2.419], [2.116, 0.980, 1.333], [3.158, 1.426, 1.664], [1.268, 1.239, 0.465], [0.892, 0.336, 3.607], [0.067, -0.433, 4.428], [-0.524, 0.129, 5.547], [-0.276, 1.456, 5.872], [0.563, 2.215, 5.073], [1.141, 1.662, 3.937], [2.710, -1.161, 2.670], [3.693, -0.661, 3.555], [4.813, -1.403, 3.835], [5.001, -2.641, 3.213], [4.057, -3.139, 2.313], [2.930, -2.404, 2.031], [-0.245, -1.230, 2.144], [-0.103, -1.481, 4.206], [-1.160, -0.476, 6.178], [-0.725, 1.891, 6.754], [0.772, 3.244, 5.331], [1.797, 2.273, 3.335], [3.549, 0.306, 4.017], [5.553, -1.031, 4.529], [5.891, -3.217, 3.428], [4.213, -4.102, 1.848], [2.185, -2.786, 1.352], [-0.522, -4.886, 1.179], [-1.990, -3.344, 1.077], [-3.301, -4.225, 2.494], [-0.185, -5.002, 2.204], [0.324, -4.617, 0.551], [-0.956, -5.811, 0.812], [-3.641, -5.178, 2.102], [-4.146, -3.555, 2.621], [-2.779, -4.353, 3.437]],
  "atomic_forces_ev_per_a": [[-0.11, 0.10, 0.28], [-0.02, 0.04, 0.01], [-0.10, -0.19, -0.17], [0.04, -0.11, -0.01], [0.00, 0.00, 0.00], [-0.01, -0.05, 0.05], [0.01, -0.02, 0.05], [0.09, 0.01, 0.02], [-0.03, 0.04, 0.03], [0.06, 0.00, 0.01], [0.03, -0.05, 0.00], [-0.11, -0.03, -0.15], [0.03, 0.05, 0.01], [0.00, 0.02, -0.03], [-0.03, 0.01, 0.03], [0.02, -0.03, 0.01], [-0.02, -0.01, -0.01], [-0.01, 0.02, -0.01], [0.02, -0.02, -0.01], [-0.01, -0.01, 0.01], [0.08, 0.01, 0.08], [0.00, 0.00, 0.00], [0.03, -0.01, 0.00], [0.00, 0.01, 0.00], [-0.01, 0.01, -0.01], [-0.03, 0.01, 0.00], [0.01, -0.01, -0.01], [0.03, -0.02, 0.00], [-0.02, -0.01, 0.01], [0.02, -0.01, 0.01], [0.01, 0.03, -0.01], [0.11, -0.07, 0.14], [-0.03, 0.08, 0.10], [-0.03, 0.02, -0.04], [0.03, 0.01, 0.01], [-0.01, 0.00, 0.03], [-0.01, 0.00, -0.02], [-0.01, 0.02, 0.00], [-0.11, 0.00, -0.02], [0.01, -0.02, -0.05], [-0.02, 0.01, 0.05], [-0.02, -0.02, -0.03], [0.05, -0.03, -0.02], [0.08, 0.09, -0.01], [-0.01, -0.03, -0.02], [0.02, -0.03, -0.07], [0.00, -0.02, 0.01], [-0.02, -0.02, 0.00], [-0.02, -0.01, -0.04], [0.02, 0.01, -0.02], [0.01, -0.01, -0.01], [0.02, 0.01, -0.02], [0.02, 0.01, -0.01], [-0.02, 0.06, 0.05], [-0.18, 0.01, 0.16], [-0.40, -0.47, 0.35], [-0.12, 0.69, -0.75], [0.41, 0.00, 0.29], [0.00, -0.41, 0.24], [0.11, 0.10, -0.17], [-0.10, 0.05, -0.06], [0.02, 0.01, 0.01], [-0.01, -0.03, 0.01], [-0.04, -0.01, -0.04], [-0.04, 0.05, 0.07], [0.32, -0.11, -0.16], [-0.17, -0.04, -0.04], [0.05, -0.09, -0.04], [-0.04, 0.01, -0.03], [0.11, 0.05, 0.10], [-0.08, 0.24, 0.10], [0.28, 0.09, -0.33], [0.00, -0.06, 0.03], [-0.02, -0.02, 0.03], [-0.01, 0.01, 0.02], [0.00, 0.03, 0.00], [0.00, 0.02, 0.03], [0.01, -0.02, 0.02], [0.00, 0.01, 0.00], [0.01, -0.01, 0.01], [0.00, -0.02, -0.02], [-0.10, -0.03, -0.06], [-0.04, 0.01, 0.04], [0.02, 0.21, -0.03], [0.00, -0.04, -0.02], [0.02, -0.01, 0.02], [0.05, 0.00, -0.03], [0.00, -0.03, 0.00], [-0.02, -0.01, 0.03], [-0.03, 0.01, 0.02], [-0.01, 0.00, 0.01]],
  "homo_ev": [-13.0, -13.0],
  "charge": 2,
  "e_above_lowest_kcal_mol": 72.82,
  "fmax_ha_per_bohr": 0.020
}